DFT (ωB97M-V/def2-TZVPD) results for 9 unconnected molecules or ions with the total composition C30H45Cl24F13IN3O5PS3.

The geometry in XYZ format:
```
125
Properties=species:S:1:pos:R:3:forces:R:3
C -6.90228 -4.62018 -2.17500 0.04 -0.10 0.11
C -6.07888 -4.43729 -3.43686 0.06 0.00 -0.28
O -4.69076 -4.65486 -3.16488 -0.03 0.04 0.27
C -3.82025 -3.67144 -3.66079 -0.07 -0.11 -0.03
C -2.46071 -3.91098 -3.02727 0.07 -0.09 -0.07
O -2.16470 -3.05068 -1.90871 -0.09 -0.03 0.22
N -1.82445 -1.75570 -2.36137 0.07 0.17 -0.58
C -0.69917 -1.30880 -1.63327 0.24 -0.08 -0.01
N 0.48064 -1.28707 -2.15059 0.04 -0.21 0.13
C 1.57184 -0.57540 -1.45554 -0.04 0.30 -0.06
C 2.38620 -1.44290 -0.51640 0.17 -0.14 0.17
C 3.66700 -0.76256 -0.07934 0.06 0.22 0.03
F 4.50565 -1.71586 0.40315 0.01 -0.05 0.06
F 4.28421 -0.19514 -1.14114 -0.03 0.04 0.05
C 3.47512 0.35283 1.02065 -0.07 -0.03 -0.17
F 3.98185 1.51723 0.60242 0.03 0.03 0.04
F 2.13733 0.53874 1.18190 -0.06 -0.02 0.02
C 4.01031 0.02857 2.44595 0.18 -0.13 0.08
F 3.45607 -1.14798 2.81737 -0.02 0.00 0.03
F 3.51598 0.96935 3.24663 -0.04 0.06 -0.01
C 5.60056 -0.12536 2.53321 -0.07 0.07 0.00
F 5.87024 -1.40361 2.77168 0.01 -0.09 -0.04
F 6.10787 0.19999 1.33411 0.02 0.00 -0.02
S 6.51529 0.91521 3.85665 -0.51 -0.06 -0.22
F 7.64711 1.31522 2.84426 0.14 0.04 -0.10
F 5.66600 2.17393 3.39524 0.08 0.04 0.01
F 5.37321 0.48570 4.88774 0.08 0.03 0.06
F 7.37327 -0.32005 4.31177 0.09 -0.11 0.05
F 7.17319 1.78636 4.96389 0.09 0.10 0.17
C 0.76229 -1.81554 -3.50798 -0.03 0.09 -0.14
C 1.60875 -3.09550 -3.58377 0.00 -0.08 0.01
C 3.13050 -2.83978 -3.55254 0.01 0.03 0.11
C 1.17505 -4.17247 -2.58726 0.04 -0.12 -0.06
N -1.02088 -0.68617 -0.42977 -0.29 -0.14 -0.13
C -1.27169 -1.68731 0.66179 -0.04 0.19 0.16
C -0.12185 -2.62575 0.94954 -0.22 -0.17 0.25
C -2.23779 0.09934 -0.85702 -0.12 -0.22 0.32
C -1.79071 1.53497 -1.14143 0.14 0.04 0.02
C -0.96439 2.13783 0.00400 -0.09 0.01 0.09
C -1.25992 3.62255 0.18637 0.10 0.00 0.10
S -0.60855 4.22683 1.75201 -0.22 -0.40 -0.22
O 0.35940 3.28108 2.21589 0.04 0.02 0.04
O -1.71035 4.61797 2.56479 0.16 0.02 0.28
O 0.12374 5.56531 1.35320 -0.06 0.32 -0.17
P -3.68087 0.23512 0.34186 -0.30 0.28 -0.36
S -5.19496 1.11357 -0.47159 0.15 -0.06 0.04
C -2.80685 -0.72234 -2.08876 -0.03 0.53 -0.26
I -3.07675 0.41220 -3.91910 -0.02 -0.11 0.15
H -6.28772 -4.39935 -1.30173 -0.02 0.11 -0.01
H -7.76340 -3.95374 -2.16789 -0.04 -0.04 -0.03
H -7.25921 -5.64341 -2.07018 0.02 -0.01 0.01
H -6.21825 -3.43617 -3.85576 0.04 0.04 0.08
H -6.37746 -5.15042 -4.20886 -0.06 0.06 -0.03
H -3.73328 -3.72425 -4.75299 -0.03 -0.02 -0.02
H -4.19447 -2.67081 -3.41417 0.06 0.05 -0.06
H -2.45780 -4.90663 -2.58547 -0.01 -0.02 -0.02
H -1.65292 -3.84754 -3.75711 0.00 0.14 0.03
H 1.10520 0.24126 -0.91090 0.03 -0.03 0.04
H 2.20339 -0.15538 -2.23486 0.00 -0.09 -0.06
H 1.81480 -1.69464 0.37351 0.40 0.16 -0.37
H 2.69727 -2.37570 -0.98426 0.02 0.06 -0.10
H 1.28437 -1.00781 -4.02304 -0.03 0.01 -0.01
H -0.20381 -1.94259 -3.98754 -0.04 -0.10 0.07
H 1.36395 -3.47946 -4.57679 0.06 0.04 -0.04
H 3.60646 -3.25083 -4.44110 0.01 0.00 0.00
H 3.61304 -3.31604 -2.69805 -0.01 0.00 0.01
H 3.38778 -1.77999 -3.51453 -0.01 0.01 -0.04
H 0.24447 -4.65861 -2.87908 -0.05 0.10 0.07
H 1.93543 -4.95141 -2.53984 -0.01 -0.02 -0.02
H 1.05467 -3.78383 -1.57467 0.04 -0.04 -0.08
H -1.47083 -1.08839 1.55098 -0.08 -0.05 0.01
H -2.15386 -2.27972 0.42130 -0.03 -0.01 -0.03
H 0.69620 -2.12806 1.46855 -0.25 -0.10 0.10
H -0.49246 -3.40783 1.61220 -0.01 0.01 0.03
H 0.24065 -3.13125 0.05356 -0.03 0.06 0.10
H -2.69176 2.12641 -1.31450 0.04 0.03 -0.15
H -1.21103 1.55381 -2.06636 -0.04 0.04 -0.05
H 0.10231 2.00027 -0.16638 0.01 -0.01 0.01
H -1.15945 1.62685 0.94756 -0.03 -0.03 0.01
H -2.33010 3.81832 0.24473 0.00 0.07 -0.09
H -0.83050 4.22650 -0.61289 -0.13 0.00 -0.09
H 0.67723 5.45389 0.56753 0.20 -0.01 0.17
H -3.12771 0.86987 1.46042 0.10 -0.14 0.16
H -3.92185 -1.07568 0.75349 0.11 -0.14 0.16
H -3.80495 -1.11642 -1.92675 0.12 -0.22 0.21
C -2.84674 7.87781 1.98044 -0.04 -0.10 0.06
Cl -1.21594 8.50305 1.77945 -0.03 0.05 -0.03
Cl -4.02288 9.17228 2.09613 0.04 0.15 -0.03
Cl -3.28331 6.77906 0.65205 0.00 0.00 -0.11
H -2.87965 7.29186 2.89063 0.02 -0.01 -0.01
C 7.26066 -2.43934 -1.21772 -0.07 -0.03 0.00
Cl 6.58991 -1.63641 -2.64100 0.08 -0.03 -0.07
Cl 6.72076 -4.11931 -1.14455 -0.01 -0.03 0.01
Cl 9.01273 -2.33738 -1.20219 0.07 0.01 0.01
H 6.88048 -1.93208 -0.34084 0.02 0.01 0.00
C 2.77820 -0.55990 6.53898 0.05 0.04 -0.10
Cl 1.37161 -1.59512 6.27424 0.00 -0.04 0.06
Cl 2.34194 1.13991 6.42539 -0.02 0.01 0.01
Cl 3.55406 -0.91364 8.08232 -0.01 -0.01 0.01
H 3.49257 -0.77722 5.75599 -0.01 0.00 0.02
C 1.73754 -3.92163 9.62211 0.03 0.07 -0.04
Cl 0.56460 -4.64783 8.52082 -0.04 -0.05 -0.02
Cl 0.93410 -3.18198 11.00254 -0.01 0.00 0.01
Cl 2.93566 -5.10490 10.13833 0.00 -0.01 0.00
H 2.25160 -3.14003 9.07828 0.00 0.00 0.00
C 10.39245 -5.77535 -2.57838 -0.04 0.06 0.05
Cl 9.87732 -4.95418 -4.05238 -0.02 0.01 -0.02
Cl 9.62835 -7.35785 -2.43882 -0.01 -0.02 0.00
Cl 12.14576 -5.90520 -2.50602 0.01 -0.01 -0.01
H 10.06548 -5.17511 -1.73892 0.00 0.00 0.00
C -3.94973 8.25086 -2.71581 0.00 0.02 0.03
Cl -3.81764 9.95049 -3.14157 -0.01 -0.01 -0.02
Cl -5.57196 7.63163 -3.01434 -0.03 0.00 -0.01
Cl -2.74869 7.28568 -3.58759 0.02 -0.02 0.02
H -3.75036 8.14825 -1.65801 0.03 0.02 0.02
C -7.44643 7.47906 4.17372 0.01 0.04 0.03
Cl -7.42304 9.21825 3.89031 0.00 0.00 -0.01
Cl -9.02795 6.79828 3.80954 -0.01 -0.01 -0.01
Cl -6.18447 6.67215 3.23825 -0.02 -0.13 0.00
H -7.24087 7.30945 5.22220 0.00 0.00 0.00
C -8.67294 5.15283 -4.31799 -0.02 0.03 0.01
Cl -7.07629 4.39721 -4.31652 0.03 -0.02 0.01
Cl -9.15705 5.59491 -5.95099 0.00 -0.01 -0.01
Cl -9.86636 4.10122 -3.56104 -0.01 -0.01 0.00
H -8.60981 6.05977 -3.73093 0.01 0.00 0.00
```
Forces are in eV/Å.

Results
HOMO energy: -11.86 eV
Frontier orbital gap: 7.9 eV
Molecular weight: 1879.63 g mol⁻¹
Total charge: +1
LUMO energy: -3.99 eV